2 unconnected molecules or ions with the total composition C4H3ClO in a non-equilibrium geometry. Source: OMol25; level of theory: ωB97M-V with the def2-TZVPD basis set.

ORCA input file:
```
! RIJCOSX wB97M-V def2-TZVPD def2/J DEFGRID3
* xyz 0 1
Cl -3.171 0.611 0.609
O -2.860 -1.351 -1.029
C 0.200 -0.082 -0.024
C 1.367 -0.450 -0.473
C 1.342 0.751 0.529
C -2.400 -0.549 -0.335
H 1.656 0.658 1.540
H 1.855 1.609 0.072
H 2.011 -1.196 -0.888
*
```

Values from the calculation:
HOMO-LUMO gap (alpha / beta)	7.6 / 8.3	eV
highest occupied orbital energy (alpha / beta)	-0.3228 / -0.3339	hartree
E_tot	-689.40789	hartree

Results of the natural (NBO) charge analysis, in e, for atoms 1 through 5:
1. Cl 0.04
2. O -0.46
3. C 0.01
4. C -0.29
5. C -0.41

---

A molecular structure, C4H3CoFO5 in a non-equilibrium geometry. Source: OMol25; level of theory: ωB97M-V with the def2-TZVPD basis set.

ORCA input file:
```
! RIJCOSX wB97M-V def2-TZVPD def2/J DEFGRID3
* xyz 2 6
Co -0.057 -3.150 -0.531
F 0.192 0.313 -2.058
O -1.516 -1.959 -1.763
O 1.103 0.849 3.455
O 0.486 1.292 1.351
O -0.898 -0.408 -0.184
O -1.510 -2.356 0.361
C -1.542 -1.526 -0.599
C 0.890 1.196 -0.018
C -0.282 0.659 -0.828
C 1.328 0.940 2.296
H 1.765 0.547 -0.125
H 1.120 2.203 -0.386
H -1.078 1.400 -0.971
*
```

Values from the calculation:
HOMO-LUMO gap (alpha / beta)	8.7 / 4.3	eV
highest occupied orbital energy (alpha / beta)	-0.7160 / -0.7172	hartree
E_tot	-2012.03274	hartree

Results of the Mulliken charge analysis, in e, for atoms 1 through 5:
1. Co 1.06
2. F -0.24
3. O -0.52
4. O 0.00
5. O 0.06

---

A molecular structure, C4H3DyO in a non-equilibrium geometry. Source: OMol25; level of theory: ωB97M-V with the def2-TZVPD basis set.

ORCA input file:
```
! RIJCOSX wB97M-V def2-TZVPD def2/J DEFGRID3
* xyz 2 6
Dy 2.418 1.628 0.022
O 2.118 -0.642 0.054
C -0.233 1.103 -0.087
C -1.582 0.476 -0.011
C 0.947 -1.112 0.044
C -0.149 -0.223 -0.026
H 0.822 -2.203 -0.006
H -2.197 0.434 -0.917
H -2.144 0.541 0.928
*
```

Values from the calculation:
HOMO-LUMO gap (alpha / beta)	9.2 / 7.0	eV
highest occupied orbital energy (alpha / beta)	-0.7148 / -0.6928	hartree
E_tot	-1113.67153	hartree

Results of the Mulliken charge analysis, in e, for atoms 1 through 5:
1. Dy 1.92
2. O -0.69
3. C -0.41
4. C -0.02
5. C 0.42

---

2 unconnected molecules or ions with the total composition C4H3F. Source: OMol25; level of theory: ωB97M-V with the def2-TZVPD basis set.

ORCA input file:
```
! RIJCOSX wB97M-V def2-TZVPD def2/J DEFGRID3
* xyz 0 1
F 0.508 2.858 -1.317
C 0.884 -0.642 -0.396
C -0.543 2.433 -0.717
C 1.478 -1.444 0.260
C -1.540 2.066 -0.172
H 2.008 -2.129 0.854
H 0.356 0.032 -1.003
H -2.414 1.743 0.305
*
```

Values from the calculation:
HOMO-LUMO gap	11.5	eV
highest occupied orbital energy	-0.3891	hartree
E_tot	-253.89235	hartree
SMILES	C#CF.C#C

Results of the natural (NBO) charge analysis, in e, for atoms 1 through 5:
1. F -0.26
2. C -0.23
3. C 0.41
4. C -0.23
5. C -0.39

---

C4H3F2NS in the gas phase in a non-equilibrium geometry. Source: OMol25; level of theory: ωB97M-V with the def2-TZVPD basis set.

ORCA input file:
```
! RIJCOSX wB97M-V def2-TZVPD def2/J DEFGRID3
* xyz 0 1
S 0.286 0.841 -2.345
F -1.449 -0.356 2.390
F -0.384 1.585 1.909
N -1.099 -2.552 -0.306
C -0.367 -1.574 -0.180
C 0.802 0.777 -0.576
C -0.102 -0.255 0.342
C -0.612 0.322 1.512
H 1.788 0.196 -0.537
H 0.295 -0.558 -2.309
H 0.842 1.573 0.099
*
```

Values from the calculation:
HOMO-LUMO gap	9.6	eV
highest occupied orbital energy	-0.3590	hartree
E_tot	-806.79216	hartree
SMILES	N#CC(CS)=C(F)F

Results of the natural (NBO) charge analysis, in e, for atoms 1 through 5:
1. S 0.00
2. F -0.30
3. F -0.29
4. N -0.23
5. C 0.21

---

2 unconnected molecules or ions with the total composition C4H3F3 in a non-equilibrium geometry. Source: OMol25; level of theory: ωB97M-V with the def2-TZVPD basis set.

ORCA input file:
```
! RIJCOSX wB97M-V def2-TZVPD def2/J DEFGRID3
* xyz 0 1
F -1.203 1.146 -1.080
F -1.960 0.139 0.670
F -0.322 -2.085 -0.156
C 1.129 -0.179 0.406
C -0.833 0.381 -0.026
C 0.062 -0.829 -0.385
C 0.377 0.878 0.742
H 0.513 1.776 1.311
H 0.110 -0.735 -2.133
H 2.126 -0.492 0.652
*
```

Values from the calculation:
HOMO-LUMO gap	10.1	eV
highest occupied orbital energy	-0.3652	hartree
E_tot	-453.67001	hartree

Results of the natural (NBO) charge analysis, in e, for atoms 1 through 5:
1. F -0.33
2. F -0.32
3. F -0.33
4. C -0.21
5. C 0.60

---

Among the records above, which one has the lowest E_tot?
C4H3CoFO5

---

Among the records above, which one has the highest E_tot?
C4H3F